1.
Computed, not measured: C28H30F10N9PtS as an isolated structure in a non-equilibrium geometry, with ωB97M-V with the def2-TZVPD basis set.

Values from the calculation:
Total charge: +1
Max |F|: 2.1 eV/Å
Energy: -84179.38259 eV
Gap between HOMO and LUMO: 5.205 eV
LUMO energy: -5.04 eV

Cartesian coordinates (Å):
C: -1.16627 -3.38196 0.54446
H: -2.10275 2.75560 2.72830
F: 0.48830 -2.51724 -6.91366
H: 0.79974 3.03045 5.08822
C: -0.84509 -1.54531 -3.73689
H: -2.69492 0.32480 -0.50252
C: 0.40796 3.97255 2.48336
H: -3.00150 2.73688 0.52047
C: -0.62278 -1.57306 -5.09137
H: 1.32336 -3.73284 1.46448
C: -3.59973 2.44628 -2.28314
H: 0.06943 -1.34136 2.89090
H: -4.65755 2.15750 0.23566
F: 1.79895 -4.22410 -5.27999
H: -0.23813 4.19890 1.63333
N: -2.31349 1.78641 -2.01614
H: -2.80207 -1.30460 0.80554
F: 3.60672 -3.92335 1.12002
N: 1.82584 -1.74859 0.88803
F: 7.35572 -1.13971 0.94533
C: 0.97687 2.29961 4.29740
C: 0.27509 -2.48296 -5.62192
H: -2.73855 -2.07291 2.39824
C: 0.70697 -3.30566 -3.42188
H: -2.88974 5.12183 -2.39074
N: 0.38394 0.77813 1.28675
C: -0.18318 -2.39095 -2.83314
H: -1.57733 3.41315 4.28171
H: -0.99446 -4.24217 1.19635
C: 0.04480 2.62005 3.11639
H: -4.90189 3.91837 -1.55982
H: -3.18879 5.50790 -0.69323
H: -4.36749 1.67434 -2.28753
S: 1.96562 -0.93625 -2.15166
C: 6.03633 -1.28417 0.92811
H: -0.62646 -4.36488 -1.25998
C: 5.21485 -0.19120 0.79164
C: -3.99244 3.02307 0.15415
F: -1.78613 -0.72119 -3.30348
C: 4.09919 -2.67745 1.03946
F: 5.73711 1.02903 0.70968
C: -0.00863 -2.29843 2.37570
H: -2.21037 -3.41422 0.23810
N: -0.71652 0.58919 -1.27464
C: -1.42398 2.60302 3.56821
H: -1.93301 -0.51311 2.13449
N: -0.44014 -2.28826 -1.46323
H: -4.37159 3.79528 0.82503
H: 1.44533 3.98602 2.14688
C: 3.84675 -0.36033 0.73475
Pt: 0.49988 -0.71695 -0.26711
H: -0.36816 -3.04498 3.09556
F: 6.25343 -3.60578 1.16146
N: -0.93256 -2.13669 1.25941
H: -1.90320 4.37889 -1.13020
F: -1.29234 -0.76044 -5.89414
H: 2.03244 -2.74106 2.72090
H: 0.27626 4.75265 3.23372
C: 1.34752 -2.71856 1.87226
H: 0.78128 1.30438 4.70020
C: 5.47185 -2.53552 1.04755
C: 0.92959 -3.35951 -4.78403
N: 4.56816 0.18595 -1.99747
F: 1.40798 -4.13181 -2.66896
H: 0.75597 -3.70185 -0.42693
C: 0.22843 1.57487 2.09432
F: 3.09980 0.75123 0.63453
H: -1.67680 1.66219 4.06101
C: 3.22729 -1.59827 0.85904
C: 3.48896 -0.23899 -2.04272
H: 2.02467 2.35873 4.00028
C: -2.00489 0.82774 -1.15412
C: -2.91744 4.70595 -1.38175
C: -2.17096 -1.47271 1.67709
C: -3.91181 3.55474 -1.27404
N: -1.19759 2.14372 -2.67935
H: -3.50910 2.84905 -3.28825
C: -0.28478 -3.50452 -0.68288
N: -0.23778 1.42544 -2.23154

Cartesian forces (eV/Å) of the 6 atoms listed first:
-0.159 -0.260 -0.205
0.009 0.020 0.007
0.069 -0.010 -0.429
0.009 -0.022 -0.049
0.084 -0.349 0.022
-0.006 0.013 -0.011

2.
Computed, not measured: C6H11AgO5P as an isolated structure, with ωB97M-V with the def2-TZVPD basis set.

Values from the calculation:
Total charge: +2
⟨S²⟩: 0.75
Spin multiplicity: 2
Max |F|: 0.7 eV/Å
Energy: -29905.46581 eV
Gap between HOMO and LUMO (alpha / beta): 5.643 / 5.368 eV
LUMO energy (alpha / beta): -10.27 / -10.55 eV

Cartesian coordinates (Å):
H: 0.86908 0.04105 -2.51759
H: 2.43792 -0.78077 -2.42187
O: -1.04445 -2.32947 1.09306
O: -0.69889 -1.23313 -0.86855
Ag: 2.89205 -2.23114 -4.48039
H: 0.53048 2.39636 1.35786
O: -2.48225 1.60366 1.35776
P: 0.74789 -1.83486 -1.06083
C: 1.35664 -0.93843 -2.53413
H: 0.08940 2.58570 3.05678
H: -1.21798 1.09290 -0.17651
H: 1.05616 -1.43062 -3.47567
H: -0.18608 1.02143 2.26184
H: 2.30708 -0.62724 0.26664
H: -2.97604 1.05326 -0.52090
O: -1.89732 3.73806 1.70938
O: -2.29953 -0.53294 0.60754
C: -1.55791 2.61029 1.71942
H: 2.64868 -2.37326 0.23268
C: -0.19196 2.10305 2.12258
C: -1.36730 -1.40106 0.44185
H: 1.33916 -1.79186 1.27040
C: 1.85615 -1.62384 0.32600
C: -2.21097 0.88287 0.23265

Cartesian forces (eV/Å) of the 6 atoms listed first:
0.099 0.012 -0.189
-0.055 -0.013 0.007
0.171 0.005 0.035
0.493 0.474 -0.075
0.233 -0.101 -0.350
0.034 0.040 0.095

3.
Computed, not measured: one molecule with the formula C4H3F in a non-equilibrium geometry, with ωB97M-V with the def2-TZVPD basis set.

Values from the calculation:
SMILES: C#CC(=C)F
Total charge: 0
Max |F|: 6.0 eV/Å
Energy: -6910.15093 eV
Gap between HOMO and LUMO: 9.745 eV
LUMO energy: 0.34 eV

Cartesian coordinates (Å):
C: 0.89215 0.23629 -0.14934
C: 2.15157 0.41017 -0.01763
H: 3.15684 0.09342 0.23311
C: -1.43165 -0.63524 -0.05576
H: -0.77299 -1.62688 -0.29279
F: -0.96959 1.68818 -0.06133
H: -2.49648 -0.54538 0.38099
C: -0.52985 0.37943 -0.03725

Cartesian forces (eV/Å) of the 6 atoms listed first:
5.644 1.535 0.893
-5.642 -1.885 -0.430
-0.377 0.591 -0.302
2.281 -1.034 0.770
-2.515 2.024 0.966
0.548 -0.967 0.630

4.
Computed, not measured: a 2-piece molecular cluster, C5H15NO overall in a non-equilibrium geometry, with ωB97M-V with the def2-TZVPD basis set.

Values from the calculation:
SMILES: CC[C@H](C)NC.O
Total charge: 0
Max |F|: 2.2 eV/Å
Energy: -8965.28837 eV
Gap between HOMO and LUMO: 9.777 eV
LUMO energy: 0.96 eV

Cartesian coordinates (Å):
H: -1.07336 0.69167 1.12507
H: -1.67894 -2.20291 0.49766
C: 0.94686 2.25484 0.65028
H: -2.52004 -0.43388 -0.47884
H: 0.93552 -0.62429 0.88636
H: -1.09714 -1.46831 1.92241
C: -0.69119 0.44231 0.11569
O: 3.02207 -1.41049 -1.28826
N: 0.22152 1.50105 -0.37715
H: -0.37334 2.15000 -0.87354
C: 0.07265 -0.84733 0.25202
C: -1.89912 0.39937 -0.80310
C: -0.75575 -1.90041 0.97409
H: 1.98784 2.04743 0.55661
H: 2.68159 -0.86892 -2.00918
H: -0.26368 -2.82097 1.26696
H: 2.59485 -2.26791 -1.39632
H: 0.64518 1.97751 1.66544
H: -2.40714 1.35640 -0.78967
H: -1.52501 -0.05614 -1.73064
H: 0.42442 -1.24030 -0.70823
H: 0.75222 3.32127 0.54234

Cartesian forces (eV/Å) of the 6 atoms listed first:
0.212 0.112 -0.062
-0.125 0.016 -0.578
-0.663 -0.268 0.010
-0.629 0.421 0.403
0.188 -0.135 -0.307
0.045 0.008 0.057

5.
Computed, not measured: one molecule with the formula C3H3FN2O2 in a non-equilibrium geometry, with ωB97M-V with the def2-TZVPD basis set.

Values from the calculation:
SMILES: O=C1NN=C[C@H]1OF
Total charge: 0
Max |F|: 1.8 eV/Å
Energy: -12947.50285 eV
Gap between HOMO and LUMO: 10.071 eV
LUMO energy: 0.02 eV

Cartesian coordinates (Å):
N: 0.26536 0.14090 1.32717
C: 1.38529 0.02407 0.55055
O: 2.50516 -0.14292 0.94407
H: 0.26147 0.11919 2.33615
N: -0.87439 0.51441 0.68332
F: 0.75188 0.60168 -3.15035
C: 0.74603 0.05983 -0.90657
H: 0.70801 -1.01642 -1.17798
C: -0.64836 0.52068 -0.56625
O: 1.39358 0.78851 -1.87926
H: -1.36971 0.85917 -1.28526

Cartesian forces (eV/Å) of the 6 atoms listed first:
0.315 -0.287 0.460
0.125 0.313 -0.349
-0.084 -0.057 -0.486
0.130 0.077 -0.183
-0.786 0.286 -0.169
-0.164 -0.385 0.821

6.
Computed, not measured: C10H20N2NiPS as an isolated structure in a non-equilibrium geometry, with ωB97M-V with the def2-TZVPD basis set.

Values from the calculation:
Total charge: -1
⟨S²⟩: 2.02
Spin multiplicity: 3
Max |F|: 3.8 eV/Å
Energy: -74838.37591 eV
Gap between HOMO and LUMO (alpha / beta): 3.181 / 6.211 eV
LUMO energy (alpha / beta): 3.34 / 3.20 eV

Cartesian coordinates (Å):
H: -1.23545 2.93755 -1.63935
H: 0.06293 -1.88232 4.61979
C: -0.57049 -1.90380 3.71691
H: 0.80086 3.61520 -1.51164
H: -1.10922 1.95990 2.84328
H: 2.35888 0.37776 -3.39220
H: -0.44980 1.71644 0.52941
N: -0.85023 -1.38178 1.24960
H: -0.82818 -2.69335 -3.19190
H: 0.55055 -2.76738 2.04739
C: 0.11551 -1.78743 2.36211
P: 0.03535 2.51869 -2.06641
C: 0.97231 -1.39327 -2.65891
H: 1.05086 1.94100 4.14558
H: -1.15418 -2.84626 3.72182
C: -0.94085 -0.17261 0.66303
C: 1.06341 1.81591 3.06055
H: 1.36994 -2.03343 -1.87573
H: 1.17514 2.77836 2.53979
Ni: -0.00585 0.36797 -2.10703
H: -1.33229 -1.12644 3.86629
C: -0.58669 -0.86467 -4.31481
H: -1.28454 -1.03533 -5.16576
C: 0.48530 0.05992 -4.39301
S: -1.72928 0.03200 -0.89745
H: 0.71840 0.64772 -5.24640
H: -1.37138 -2.13881 0.79423
C: -0.28920 -1.77017 -3.28843
C: -0.28007 1.24959 2.65791
H: 1.85783 1.09654 2.83404
C: 1.44550 -0.21211 -3.36198
H: 1.01255 -1.18478 2.42154
H: -0.50544 0.36304 3.26990
N: -0.35307 0.91256 1.19476
H: -0.19913 2.80377 -3.42693

Cartesian forces (eV/Å) of the 6 atoms listed first:
0.012 0.363 0.224
0.182 -0.136 -0.522
-1.135 -0.694 0.397
-0.251 0.074 -0.569
0.332 0.036 0.365
0.117 -0.622 0.614

Number 3 is which compound? C4H3F

Look up the energy of the second one. -29905.46581 eV

Number 4 is which compound? C5H15NO

Which formula does entry 5 have? C3H3FN2O2